1.
C20H44BrN3O9S | ωB97M-V/def2-TZVPD

## Properties
structure (SMILES)	C[C@H](O)C[C@@]1(CCN)OS(=O)(=O)O[C@]1(CC(=O)Br)C[C@H](C)O.COC[C@@H](C)N.COC[C@@H](C)N
LUMO	0.101	eV
total charge	0
2S+1	1
orbital gap	9.0	eV

Last column: Löwdin charge in e.
Cartesian coordinates (Å):
Br1 2.20878 1.24263 2.14392  0.78
S1 -0.32010 -1.36275 -0.13598  0.60
O1 -0.98357 -4.91059 3.77925  -0.05
O2 -1.15263 -1.76948 -1.20321  -0.20
O3 1.17911 -1.73537 -0.49726  -0.13
O4 -1.48164 5.84981 -5.52084  -0.19
O5 4.06512 -5.47767 -0.01246  -0.03
O6 0.94440 -0.94149 3.17830  0.07
O7 -0.53102 4.42365 -0.31197  -0.20
O8 -0.39683 -0.03750 0.37435  -0.23
O9 -0.44493 -2.32502 1.12417  -0.15
N1 -1.12311 5.63451 2.26577  0.04
N2 0.12495 3.51478 -4.85555  0.04
N3 -2.23559 -4.48670 -0.42982  0.01
C1 5.15259 -3.59658 0.90759  -0.03
C2 0.21008 -3.17763 4.98009  -0.04
C3 0.16662 -4.51640 0.23943  -0.10
C4 3.79862 -4.24913 0.67285  -0.41
C5 0.85609 -3.77633 2.59931  -0.05
C6 -2.10729 3.12130 -3.96579  -0.06
C7 -1.20669 5.51379 -4.17346  -0.20
C8 -2.81395 5.64237 -5.94089  -0.11
C9 0.59397 -3.34126 1.13633  -0.34
C10 1.80717 -2.54725 0.53819  -0.35
C11 2.85153 -3.39794 -0.19112  -0.05
C12 -0.29498 -3.66465 3.62637  -0.40
C13 -1.85441 4.77458 0.03834  -0.21
C14 -2.12010 4.83780 1.54803  -0.43
C15 -0.26119 3.03115 -0.32274  -0.12
C16 1.72455 -0.62842 2.36023  -0.77
C17 -1.25003 -5.05726 0.49117  -0.23
C18 -0.88681 4.03474 -3.93273  -0.43
C19 -2.23759 3.47016 2.21245  -0.06
C20 2.53408 -1.54985 1.46321  -0.11
H1 1.20421 -3.58336 5.19789  0.09
H2 3.51345 -6.17867 0.34839  0.09
H3 -1.85692 2.15072 -3.53777  0.07
H4 0.88472 -5.32452 0.41329  0.12
H5 0.25364 -2.09049 5.02667  0.07
H6 -2.44892 2.94749 -4.98706  0.06
H7 -0.18180 3.70553 -5.80563  0.07
H8 1.16227 -4.82596 2.57260  0.13
H9 -2.56500 4.09014 -0.44622  0.12
H10 -2.98554 4.61979 -6.28690  0.07
H11 5.69944 -3.57487 -0.03765  0.09
H12 -3.52151 5.86281 -5.13453  0.09
H13 -1.12393 6.58634 1.91284  0.07
H14 0.55817 2.86408 -1.02291  0.09
H15 5.73623 -4.17512 1.62489  0.09
H16 3.43257 -2.73266 -0.83712  0.14
H17 0.04428 2.66312 0.65684  0.02
H18 0.23720 -4.24617 -0.81676  0.13
H19 -3.00353 6.32357 -6.76985  0.09
H20 -2.93573 3.54569 -3.39446  0.08
H21 2.32495 -4.07596 -0.85565  0.12
H22 -1.04396 -2.96960 3.24690  0.14
H23 -2.86975 2.79736 1.63006  0.08
H24 -0.38621 -5.53378 4.21169  0.10
H25 -0.46975 -3.53422 5.75558  0.08
H26 -2.01462 5.77181 -0.38188  0.12
H27 5.06913 -2.57452 1.27879  0.07
H28 -2.03660 5.83687 -3.52987  0.12
H29 -2.94669 -5.17539 -0.63985  0.07
H30 -0.32887 6.10386 -3.89900  0.12
H31 -0.46332 3.98283 -2.92480  0.11
H32 0.98763 4.03892 -4.74713  0.07
H33 -1.52155 -4.93855 1.53954  0.10
H34 -2.67039 3.57738 3.20669  0.08
H35 -1.22060 -6.13489 0.31174  0.12
H36 3.14271 -0.93318 0.80506  0.11
H37 3.33014 -4.48066 1.63756  0.13
H38 -2.71314 -3.68952 -0.02688  0.06
H39 -1.26158 2.99857 2.33099  0.06
H40 -1.13026 2.45731 -0.65702  0.09
H41 1.69743 -3.21199 3.00051  0.10
H42 3.19203 -2.09766 2.14283  0.12
H43 -3.08265 5.34797 1.66264  0.13
H44 -0.20262 5.26763 2.03944  0.07

2.
C47H47CaN7OP2S5 | ωB97M-V/def2-TZVPD

## Properties
LUMO	-0.703	eV
total charge	0
2S+1	1
orbital gap	5.7	eV

Last column: Löwdin charge in e.
Cartesian coordinates (Å):
Ca1 -0.44722 0.35833 0.56331  0.74
S1 2.30854 1.69695 -2.61999  0.02
S2 -1.59366 -0.66962 -1.71522  0.45
S3 1.06983 0.81572 -3.98546  0.49
S4 1.87231 1.09055 -0.69166  -0.05
S5 0.78764 2.53320 2.08529  0.64
P1 1.10468 -2.10740 -0.11140  1.00
P2 3.25588 -1.18391 3.44132  1.07
O1 -2.49101 1.65806 -6.03106  0.06
N1 -1.78346 2.83887 2.78210  -0.04
N2 -0.41381 4.59757 3.18984  0.09
N3 -2.40440 -0.94449 1.71556  0.04
N4 -2.09461 2.05524 -3.83377  0.13
N5 -2.08479 1.59128 2.34954  0.04
N6 -1.57389 3.05694 -0.38023  0.06
N7 -2.33108 3.82064 -5.36105  0.13
C1 -0.58462 -2.11611 -3.81962  -0.14
C2 6.61729 -3.08425 2.09794  -0.08
C3 6.70649 -4.20971 2.90664  -0.09
C4 2.76863 -1.85618 0.65037  -0.41
C5 0.44162 5.43321 -3.48449  -0.02
C6 1.08173 -3.96346 -0.10306  -0.34
C7 -3.35026 3.64977 -2.44982  0.00
C8 -1.40817 2.55407 -1.59855  -0.15
C9 -1.23793 7.05903 -3.95325  -0.05
C10 0.01340 -6.12864 0.10481  -0.09
C11 1.91884 -1.43029 -2.71978  -0.18
C12 -3.27623 1.15004 2.49257  -0.25
C13 1.20482 -6.77305 -0.18139  -0.09
C14 1.76393 -2.19216 3.81697  -0.38
C15 0.97018 -1.83777 -1.89387  -0.47
C16 -1.99526 6.09348 -4.60219  -0.03
C17 2.76441 -0.73819 1.70383  -0.48
C18 -0.04357 -4.73995 0.14107  -0.11
C19 -1.52817 4.79103 -4.70365  -0.26
C20 -4.75718 -0.83286 2.07720  -0.01
C21 -2.29863 2.77344 -2.65291  -0.24
C22 1.51556 -3.48882 3.36758  -0.10
C23 5.55541 -2.20559 2.24321  -0.11
C24 -2.31147 2.45303 -5.12935  -0.54
C25 -0.72455 -3.40584 4.24740  -0.10
C26 0.74627 -1.52199 4.49894  -0.12
C27 0.28357 -4.09170 3.58326  -0.08
C28 -2.53808 -2.22006 1.38294  -0.15
C29 -3.47919 4.24718 -1.20214  -0.06
C30 -0.28939 4.47079 -4.15770  -0.02
C31 1.57083 -0.97026 -4.10164  -0.57
C32 -0.49072 -2.11733 4.70601  -0.09
C33 2.26916 -4.63308 -0.42503  -0.09
C34 5.73210 -4.44254 3.86552  -0.09
C35 -4.44826 1.89610 3.06171  -0.01
C36 -0.47281 -2.01684 -2.33126  -0.69
C37 4.55920 -2.43862 3.19296  -0.41
C38 -2.59439 3.90212 -0.19980  -0.17
C39 -0.50716 3.32649 2.72269  -0.88
C40 -4.88559 -2.16927 1.72156  -0.04
C41 -3.49283 -0.26158 2.07333  -0.23
C42 -0.01756 6.74329 -3.36839  -0.28
C43 0.35129 -1.65545 -4.63974  -0.14
C44 4.66923 -3.56122 4.01044  -0.11
C45 -3.75502 -2.88500 1.38251  -0.03
C46 2.33716 -6.01639 -0.45439  -0.07
C47 0.78297 7.77429 -2.61962  -0.06
H1 -0.85256 -2.94457 -1.89261  0.07
H2 0.92797 -0.51540 4.86010  0.09
H3 0.77455 7.57141 -1.54655  0.08
H4 0.11389 -5.09684 3.21839  0.10
H5 -1.61689 -2.71398 1.10782  0.06
H6 -1.81401 1.08418 -3.70953  0.07
H7 3.15875 -4.06398 -0.66342  0.11
H8 3.58500 -1.72162 -0.05925  0.08
H9 -3.80409 -3.92749 1.10140  0.11
H10 -1.00073 -4.28292 0.35623  0.07
H11 1.25119 -7.85409 -0.20604  0.10
H12 -5.86134 -2.63680 1.71170  0.11
H13 -4.27172 4.95756 -1.00784  0.10
H14 2.92981 -1.26049 -2.36774  0.09
H15 0.10055 3.46492 -4.24720  0.07
H16 1.73851 -0.40606 1.90974  -0.01
H17 -0.88355 -6.70264 0.30138  0.10
H18 0.38123 8.77548 -2.77456  0.07
H19 -5.21427 2.02014 2.29422  0.10
H20 -1.10173 4.97427 3.82016  0.10
H21 -0.53522 1.93565 -1.77547  0.01
H22 -2.96149 6.34624 -5.02300  0.11
H23 -4.21413 2.88418 3.44603  0.06
H24 1.39251 5.14904 -3.04780  0.12
H25 -1.68567 -3.87716 4.41286  0.10
H26 2.94439 -2.80820 1.15070  0.04
H27 0.51344 4.98357 3.23634  0.09
H28 2.28566 -4.04777 2.84881  0.10
H29 -1.49552 -2.55111 -4.21406  0.11
H30 -5.63035 -0.25739 2.34596  0.11
H31 1.82545 7.77392 -2.94051  0.08
H32 7.53350 -4.89830 2.79188  0.10
H33 5.50153 -1.32850 1.60789  0.11
H34 7.37663 -2.88917 1.35142  0.10
H35 3.91640 -3.75317 4.76638  0.10
H36 -4.88752 1.32759 3.88196  0.10
H37 -1.61556 8.07308 -3.88750  0.11
H38 -2.52743 3.46066 3.05683  0.12
H39 0.22272 -1.70230 -5.71405  0.11
H40 -2.69416 4.33626 0.79036  0.09
H41 -2.59221 4.02193 -6.31377  0.15
H42 2.41856 -1.03504 -4.78160  0.10
H43 -4.04744 3.86196 -3.24952  0.12
H44 3.27223 -6.50319 -0.70032  0.10
H45 5.79716 -5.31354 4.50524  0.10
H46 -1.26698 -1.57712 5.23391  0.10
H47 3.29491 0.14573 1.35768  0.03

3.
C18H16BF6N2PRu | ωB97M-V/def2-TZVPD

## Properties
expectation value of S²	6.02
LUMO (spin up / spin down)	-8.018 / -9.729	eV
total charge	+2
2S+1	5
orbital gap (spin up / spin down)	7.4 / 5.8	eV

Last column: Löwdin charge in e.
Cartesian coordinates (Å):
Ru1 0.52831 0.33771 -1.58763  1.45
P1 0.30570 -0.56297 0.73460  1.03
F1 -0.10803 1.47549 -3.88450  0.08
F2 4.65174 -0.82817 -1.66038  0.31
F3 4.90670 1.30240 -2.48323  0.32
F4 1.83279 2.26405 -3.24847  0.12
F5 1.59088 -0.54140 -2.82718  -0.38
F6 3.18700 0.80858 -1.07708  0.16
N1 -0.82497 -1.44941 -1.78331  -0.02
N2 -0.83338 -1.77548 0.51329  -0.08
C1 -1.87017 -2.96567 -3.29469  -0.01
C2 -1.93964 1.13617 -0.08997  -0.05
C3 -0.41202 -0.15775 3.36541  -0.07
C4 1.17096 -0.29380 5.16900  -0.02
C5 2.20030 -0.56825 4.27990  -0.04
C6 -0.57606 0.99532 0.23843  -0.50
C7 1.93515 -0.64793 2.92203  -0.07
C8 0.62858 -0.44570 2.47427  -0.37
C9 -0.13109 -0.09107 4.71633  -0.04
C10 -2.26929 -3.75662 -2.21837  0.00
C11 -1.63599 3.52323 -0.23803  -0.01
C12 0.25667 2.13939 0.28787  -0.14
C13 -1.20218 -2.21712 -0.75396  -0.36
C14 -2.45718 2.39618 -0.32779  -0.01
C15 -0.28739 3.40127 0.06783  -0.04
C16 -1.14524 -1.82964 -3.03954  -0.09
C17 0.59906 2.01090 -2.88368  -0.37
C18 -1.93195 -3.38630 -0.93320  0.03
B1 4.25532 0.40643 -1.80005  -0.84
H1 -2.21681 -3.98592 -0.07930  0.13
H2 -2.83301 -4.66450 -2.38677  0.13
H3 2.73098 -0.87564 2.22336  0.11
H4 -2.06042 4.50519 -0.40417  0.14
H5 -3.50527 2.51128 -0.57011  0.13
H6 1.29715 2.04793 0.59062  0.12
H7 0.33775 4.28061 0.15119  0.14
H8 -2.57460 0.26050 -0.14648  0.12
H9 3.20692 -0.72521 4.64171  0.13
H10 -1.03986 -2.38619 1.29327  0.13
H11 -1.42145 0.01529 3.01041  0.12
H12 -0.92286 0.12448 5.42058  0.12
H13 0.08928 2.87896 -2.45811  0.13
H14 -0.78690 -1.19615 -3.83947  0.11
H15 -2.10656 -3.23588 -4.31316  0.13
H16 1.38104 -0.23460 6.22853  0.13